This record from OMol25 describes a molecular structure, C9H12AsCrN3O2S5. The level of theory is wB97M-V/def2-TZVPD.

The HOMO energy (alpha / beta) comes out at -4.33 / -4.35 eV. As for the charge: -1. As for the spin multiplicity: 4. The calculation puts the LUMO energy (alpha / beta) at 1.19 / 1.10 eV. The max |F| comes out at 0.2 eV/A. Its energy relative to the best compared isomer or geometry (same formula, charge and spin) is 0.0 kJ/mol.

Structure (XYZ):
```
33
Properties=species:S:1:pos:R:3:mulliken_charge:R:1
Cr -1.779 -0.668 0.570 0.56
S -4.400 -0.360 4.549 -0.52
As -2.644 0.055 3.520 0.39
S -3.052 0.950 1.501 -0.40
S -1.793 -1.814 2.549 -0.48
S -1.029 1.055 4.430 -0.53
N -1.017 -2.577 -0.219 -0.33
C -0.781 -2.812 -1.654 -0.64
C -1.941 -2.264 -2.478 -0.69
C -1.906 -0.737 -2.414 0.71
O -1.493 -0.104 -3.377 -0.67
O -2.266 -0.214 -1.292 -0.57
H -0.193 -2.790 0.335 0.25
H -1.739 -3.203 0.132 0.35
H -0.632 -3.877 -1.855 0.38
H 0.138 -2.294 -1.935 0.33
H -2.887 -2.641 -2.082 0.29
H -1.836 -2.579 -3.514 0.34
N 3.651 3.579 -0.581 -0.37
C 3.647 2.572 0.311 0.09
S 4.943 2.246 1.268 -0.37
C 2.390 1.778 0.345 1.06
C 1.589 1.640 -0.788 -1.07
C 0.424 0.907 -0.713 -0.22
N 0.029 0.315 0.423 0.30
C 0.784 0.454 1.523 -0.47
C 1.970 1.164 1.515 -1.02
H 4.455 4.182 -0.606 0.22
H 2.796 3.899 -1.005 0.21
H 1.863 2.057 -1.748 0.47
H -0.229 0.805 -1.570 0.42
H 0.398 0.016 2.436 0.57
H 2.542 1.260 2.426 0.41
```